The following is a quantum chemistry calculation of a cluster of 2 separate species, C6H15N2 in total at a distorted geometry, from the OMol25 dataset.

Structure (XYZ):
```
23
Properties=species:S:1:pos:R:3:forces:R:3:lowdin_charge:R:1
H 1.100 2.137 1.867 -0.1 0.0 -0.1 0.06
H 1.137 -0.720 0.793 0.0 0.0 -0.2 0.10
N -2.419 -1.326 -1.784 -0.7 0.7 0.4 -0.03
H -1.579 -1.285 -2.399 0.2 -0.3 0.1 0.03
H 4.051 0.329 -1.385 0.2 -0.3 0.0 0.07
N -2.473 0.462 1.513 0.2 0.0 0.6 0.05
C 1.399 0.336 0.805 -0.3 -0.1 0.0 -0.20
C -2.160 -1.082 -0.339 -0.6 0.0 -0.6 -0.21
C 2.296 0.809 -0.303 0.1 -0.2 0.4 -0.27
C 3.464 -0.138 -0.593 -0.2 0.6 -0.2 -0.11
H 3.117 -1.108 -0.944 0.0 -0.1 0.1 0.07
H 4.096 -0.245 0.287 0.0 -0.2 0.0 0.07
H 2.693 1.800 -0.071 -0.1 0.0 0.0 0.11
H -2.030 1.363 1.640 -0.3 0.2 -0.2 0.08
H -1.873 -1.985 0.171 0.2 0.2 0.3 0.08
H 0.098 0.704 2.423 0.2 -0.2 0.2 0.03
H -3.089 -0.601 -2.173 0.2 -0.2 0.1 0.04
H 1.678 0.917 -1.199 0.0 0.0 0.0 0.10
C 0.845 1.089 1.745 0.2 0.3 -0.1 -0.02
H -2.880 0.867 -0.476 -0.1 0.0 0.0 0.09
H -1.997 -0.174 2.142 -0.2 -0.3 -0.3 0.08
C -2.552 0.080 0.189 1.0 -0.1 -0.1 -0.24
H -2.925 -2.231 -1.910 0.1 -0.3 -0.3 0.04
```
Positions in Å, forces in eV/Å.

* energy relative to the best compared isomer or geometry (same formula, charge and spin): 2.974 eV
* LUMO level (spin up / spin down): 0.83 / 0.78 eV
* orbital gap (spin up / spin down): 4.437 / 10.155 eV
* multiplicity: 2
* strongest force on any atom: 1.1 eV/Å
* HOMO level (spin up / spin down): -3.608 / -9.380 eV
* calculated total energy: -9440.855 eV

=====

The following is a quantum chemistry calculation of the ion C6H15N2 with charge +1 at a distorted geometry, from the OMol25 dataset.

Structure (XYZ):
```
23
Properties=species:S:1:pos:R:3:forces:R:3:lowdin_charge:R:1
H -2.371 -1.343 0.467 1.4 -1.2 0.8 0.10
H -1.138 2.483 -0.871 0.1 0.0 -0.3 0.13
N -0.548 0.876 0.268 -1.5 -0.3 0.1 0.08
H -1.306 0.104 0.349 1.7 1.5 0.2 0.15
H 1.587 -1.640 1.190 0.2 -0.1 -0.2 0.14
H 0.708 1.378 -2.678 0.2 -0.9 -1.2 0.10
H -2.126 -2.691 1.668 0.0 0.4 0.2 0.07
H -1.089 -2.838 0.148 -1.5 2.4 2.2 0.15
H -0.832 1.643 0.916 0.5 -1.2 0.0 0.19
H -1.213 1.044 -1.851 -0.2 -0.6 0.9 0.13
C -0.627 1.537 -1.071 0.1 2.0 -1.2 -0.09
C 0.877 0.308 0.513 0.2 2.1 -0.6 -0.24
N -0.509 -1.262 1.674 1.2 -1.3 0.5 -0.15
C 1.574 0.734 -0.785 2.8 -2.1 -1.7 -0.14
H 1.776 -0.167 -1.525 -0.1 1.3 2.1 0.16
H 2.556 1.145 -0.454 -0.5 -0.3 -0.7 0.13
C 0.806 1.697 -1.682 -1.9 -1.9 2.2 -0.12
C -1.574 -2.023 1.004 0.3 -1.7 -2.4 -0.14
C 0.717 -1.147 0.779 -3.1 -0.6 -0.6 -0.15
H 1.260 2.614 -1.803 0.5 2.5 0.7 0.09
H 0.302 -1.601 -0.181 1.5 0.2 0.9 0.12
H -0.216 -1.703 2.569 -0.6 0.4 -1.0 0.13
H 1.388 0.854 1.355 -1.1 -0.5 -0.6 0.17
```
Positions in Å, forces in eV/Å.

* energy relative to the best compared isomer or geometry (same formula, charge and spin): 2.769 eV
* LUMO level: -3.00 eV
* orbital gap: 10.496 eV
* SMILES: CNC[C@H]1CCC[NH2+]1
* strongest force on any atom: 4.0 eV/Å
* HOMO level: -13.492 eV
* charge: +1
* calculated total energy: -9437.203 eV

=====

The following is a quantum chemistry calculation of a structure of composition C6H15N2, from the OMol25 dataset.

Structure (XYZ):
```
23
Properties=species:S:1:pos:R:3:forces:R:3:lowdin_charge:R:1
H -0.823 1.764 2.105 -0.1 0.0 0.0 0.14
H 2.917 0.048 -0.849 0.2 -0.2 -0.1 0.11
H -3.462 -0.222 0.669 0.0 0.1 -0.1 0.09
N 0.845 1.556 -0.496 -0.2 -0.6 -0.6 0.06
H 0.384 2.286 -1.034 0.1 0.0 -0.1 0.13
H 0.129 1.283 0.595 0.5 0.1 0.4 0.09
H -1.972 -2.057 1.241 0.2 -0.2 0.0 0.08
N -0.432 0.931 1.670 -0.4 0.2 0.1 0.11
H -3.179 1.314 1.466 0.1 0.0 0.1 0.09
C -2.727 0.568 0.811 -0.2 -0.3 0.0 -0.04
H 1.797 1.855 -0.323 0.1 0.3 0.3 0.12
C 2.178 -1.715 -2.014 0.0 0.2 0.3 -0.08
H 2.388 -2.438 -1.225 0.2 -0.3 -0.2 0.08
C 0.926 0.307 -1.263 -0.1 0.4 0.1 -0.15
H 0.239 0.568 2.345 0.1 -0.2 -0.2 0.14
H -0.029 0.024 -1.685 0.1 -0.2 -0.1 0.12
C -1.214 -1.332 1.499 -0.2 0.7 0.1 0.09
H 2.990 -1.701 -2.738 0.1 -0.1 0.1 0.08
H -2.539 1.034 -0.159 0.0 0.0 0.0 0.09
C 2.051 -0.384 -1.347 -0.6 0.3 0.0 -0.14
H -0.249 -1.632 1.884 -0.1 -0.3 0.0 0.08
C -1.488 -0.041 1.372 0.4 -0.2 0.0 -0.40
H 1.267 -2.017 -2.526 -0.1 0.1 0.0 0.08
```
Positions in Å, forces in eV/Å.

* energy relative to the best compared isomer or geometry (same formula, charge and spin): 1.546 eV
* LUMO level: -2.83 eV
* orbital gap: 10.161 eV
* strongest force on any atom: 0.8 eV/Å
* HOMO level: -12.987 eV
* charge: +1
* calculated total energy: -9438.426 eV

=====

The following is a quantum chemistry calculation of a cluster of 2 separate species, C6H15N2O2 in total at a distorted geometry, from the OMol25 dataset.

Structure (XYZ):
```
25
Properties=species:S:1:pos:R:3:forces:R:3:lowdin_charge:R:1
H 0.792 -1.246 -2.185 -0.4 -0.7 2.3 0.16
H -2.022 -1.317 -0.723 -0.3 -0.4 0.2 0.09
H -0.323 -1.961 -0.800 1.1 -0.8 -0.8 0.10
H 2.167 2.568 0.349 -0.5 -0.6 0.1 0.11
H -2.794 -0.174 0.225 -1.9 0.6 0.5 0.08
H 1.494 -1.680 -0.492 -0.8 0.0 -0.4 0.13
H 2.016 0.538 -0.746 0.7 0.1 -0.7 0.13
H -2.218 -1.722 0.984 -0.4 -0.5 0.8 0.07
O -0.720 -2.209 2.594 -0.9 -1.1 0.8 0.15
N -0.015 -1.343 2.269 -1.8 1.5 -3.6 -0.27
C 1.244 2.000 0.568 -1.2 1.1 1.1 -0.04
C 1.260 0.618 0.004 3.5 -0.5 0.6 -0.27
H 1.108 1.922 1.675 0.2 0.3 -0.8 0.10
H 0.395 2.609 0.197 0.6 -0.1 0.3 0.08
H 0.348 1.012 -2.456 0.0 -0.8 0.1 0.12
H -0.483 1.859 -1.247 -0.6 -1.0 -0.3 0.10
H -1.371 0.518 -2.161 0.7 -0.1 0.7 0.13
H 1.560 -0.106 0.759 0.4 0.5 0.2 0.10
C -0.417 0.837 -1.691 -0.1 1.2 0.1 0.06
C -2.072 -0.928 0.297 2.0 1.0 -1.9 -0.03
O 1.062 -1.002 2.522 2.7 0.4 1.6 0.12
H -0.911 0.776 1.149 0.3 -0.5 -0.8 0.15
N 0.138 -0.060 -0.571 -1.8 2.3 -0.5 -0.36
C -0.816 -0.132 0.522 -1.3 -1.7 2.5 -0.07
C 0.580 -1.376 -1.040 -0.2 -0.4 -2.0 0.04
```
Positions in Å, forces in eV/Å.

* energy relative to the best compared isomer or geometry (same formula, charge and spin): 8.174 eV
* LUMO level (spin up / spin down): -4.47 / -4.61 eV
* orbital gap (spin up / spin down): 9.024 / 8.689 eV
* strongest force on any atom: 4.3 eV/Å
* HOMO level (spin up / spin down): -13.492 / -13.301 eV
* charge: +1
* calculated total energy: -13527.544 eV

=====

The following is a quantum chemistry calculation of a cluster of 2 separate species, C6H15N3 in total at a distorted geometry, from the OMol25 dataset.

Structure (XYZ):
```
24
Properties=species:S:1:pos:R:3:forces:R:3:lowdin_charge:R:1
H 1.127 0.714 -2.788 0.0 0.3 -0.1 0.09
H -2.205 -0.168 0.248 0.4 -0.5 0.1 0.10
C 0.980 0.810 -0.239 -0.4 2.3 -1.3 -0.30
H 2.868 0.285 0.214 -0.2 0.1 -0.2 0.08
C -1.558 0.637 2.016 0.5 -0.5 -0.2 -0.14
H 2.277 -0.698 -0.897 -0.5 0.0 0.1 0.06
H 0.654 -2.540 1.328 0.6 0.0 -0.4 0.04
H -2.426 1.295 2.045 0.0 -0.1 -0.1 0.07
H 0.714 -1.024 2.369 -0.3 0.0 0.2 0.04
N 2.251 0.270 -0.593 0.8 -0.1 -0.3 0.02
C 0.444 -1.487 1.432 -0.2 1.1 -0.6 -0.01
H -1.682 -0.181 2.734 -0.1 0.1 0.2 0.07
H 0.318 -2.189 -1.167 0.0 -0.2 0.0 0.07
H -0.412 2.367 -0.896 -0.5 -0.5 0.2 0.11
N 0.527 1.482 -2.518 -0.4 -0.4 0.2 0.08
C -0.161 -0.781 0.410 -3.5 -1.2 1.3 -0.47
N -1.336 0.152 0.663 0.9 0.2 0.2 -0.11
H -0.692 1.219 2.342 0.0 0.1 0.0 0.07
H -0.148 1.798 -3.196 0.1 -0.1 0.0 0.09
H -1.368 -2.269 -0.587 0.1 -0.1 0.1 0.08
H 1.001 1.335 0.715 -0.3 -0.5 0.1 0.11
C 0.219 1.542 -1.189 2.8 -0.7 0.7 -0.15
H -0.862 -0.961 -1.630 0.1 0.0 -0.1 0.06
C -0.531 -1.608 -0.816 0.2 0.6 -0.2 -0.07
```
Positions in Å, forces in eV/Å.

* energy relative to the best compared isomer or geometry (same formula, charge and spin): 4.130 eV
* LUMO level (spin up / spin down): 0.74 / 0.74 eV
* orbital gap (spin up / spin down): 7.203 / 7.200 eV
* SMILES: C=C(C)NC.N/C=C\N
* strongest force on any atom: 3.9 eV/Å
* HOMO level (spin up / spin down): -6.458 / -6.457 eV
* calculated total energy: -10931.779 eV

=====

The following is a quantum chemistry calculation of a cluster of 2 separate species, C6H15N3 in total at a distorted geometry, from the OMol25 dataset.

Structure (XYZ):
```
24
Properties=species:S:1:pos:R:3:forces:R:3:lowdin_charge:R:1
N 1.739 1.710 -0.519 0.2 0.2 -0.4 0.04
C -0.671 1.189 1.112 1.3 1.5 -0.1 -0.07
H -0.965 1.176 -1.708 0.2 0.1 0.2 0.08
N 0.288 -0.209 -1.034 0.4 0.4 1.3 -0.09
C -2.137 -1.026 -0.951 -0.2 0.2 0.2 -0.06
H -0.659 2.254 0.860 0.3 0.1 -0.2 0.00
H 0.885 -0.906 -1.491 -0.2 0.2 0.1 0.16
H 1.288 -0.520 1.891 0.1 -0.1 -0.1 0.05
H -1.109 -2.700 0.850 -0.4 0.2 -0.1 0.07
H -2.662 -0.080 -1.072 0.1 0.1 -0.1 0.07
H 2.767 -0.562 0.880 0.0 0.0 0.0 0.09
C 1.232 0.751 0.140 -1.8 0.4 0.1 -0.42
C -0.785 -0.922 -0.287 0.6 -2.6 -0.9 -0.36
H 2.379 0.810 1.934 0.0 0.2 -0.3 0.09
H -2.787 -1.658 -0.347 0.1 0.0 0.1 0.08
C -0.404 -1.964 0.497 -0.2 1.2 0.1 0.06
H -0.245 1.155 2.115 -0.1 -0.2 0.2 0.00
H -1.739 1.000 1.205 -0.1 -0.9 -0.3 0.00
H -2.049 -1.514 -1.924 0.1 0.2 -0.1 0.09
N -0.148 0.689 -2.067 -0.4 -0.8 0.1 0.07
C 1.955 0.063 1.263 -0.3 -0.7 0.1 -0.08
H 0.603 1.380 -2.142 0.1 0.1 0.3 0.06
H 0.535 -2.047 1.017 0.4 0.0 -0.5 0.04
H 2.686 1.931 -0.223 -0.2 0.1 0.1 0.05
```
Positions in Å, forces in eV/Å.

* energy relative to the best compared isomer or geometry (same formula, charge and spin): 6.384 eV
* LUMO level: 0.71 eV
* orbital gap: 7.836 eV
* strongest force on any atom: 2.8 eV/Å
* HOMO level: -7.131 eV
* calculated total energy: -10929.526 eV

=====

Copy entry 2 word for word.
The following is a quantum chemistry calculation of the ion C6H15N2 with charge +1 at a distorted geometry, from the OMol25 dataset.

Structure (XYZ):
```
23
Properties=species:S:1:pos:R:3:forces:R:3:lowdin_charge:R:1
H -2.371 -1.343 0.467 1.4 -1.2 0.8 0.10
H -1.138 2.483 -0.871 0.1 0.0 -0.3 0.13
N -0.548 0.876 0.268 -1.5 -0.3 0.1 0.08
H -1.306 0.104 0.349 1.7 1.5 0.2 0.15
H 1.587 -1.640 1.190 0.2 -0.1 -0.2 0.14
H 0.708 1.378 -2.678 0.2 -0.9 -1.2 0.10
H -2.126 -2.691 1.668 0.0 0.4 0.2 0.07
H -1.089 -2.838 0.148 -1.5 2.4 2.2 0.15
H -0.832 1.643 0.916 0.5 -1.2 0.0 0.19
H -1.213 1.044 -1.851 -0.2 -0.6 0.9 0.13
C -0.627 1.537 -1.071 0.1 2.0 -1.2 -0.09
C 0.877 0.308 0.513 0.2 2.1 -0.6 -0.24
N -0.509 -1.262 1.674 1.2 -1.3 0.5 -0.15
C 1.574 0.734 -0.785 2.8 -2.1 -1.7 -0.14
H 1.776 -0.167 -1.525 -0.1 1.3 2.1 0.16
H 2.556 1.145 -0.454 -0.5 -0.3 -0.7 0.13
C 0.806 1.697 -1.682 -1.9 -1.9 2.2 -0.12
C -1.574 -2.023 1.004 0.3 -1.7 -2.4 -0.14
C 0.717 -1.147 0.779 -3.1 -0.6 -0.6 -0.15
H 1.260 2.614 -1.803 0.5 2.5 0.7 0.09
H 0.302 -1.601 -0.181 1.5 0.2 0.9 0.12
H -0.216 -1.703 2.569 -0.6 0.4 -1.0 0.13
H 1.388 0.854 1.355 -1.1 -0.5 -0.6 0.17
```
Positions in Å, forces in eV/Å.

* energy relative to the best compared isomer or geometry (same formula, charge and spin): 2.769 eV
* LUMO level: -3.00 eV
* orbital gap: 10.496 eV
* SMILES: CNC[C@H]1CCC[NH2+]1
* strongest force on any atom: 4.0 eV/Å
* HOMO level: -13.492 eV
* charge: +1
* calculated total energy: -9437.203 eV